Record 1
# C4H7ClOS

C4H7ClOS in the gas phase in a non-equilibrium geometry (ωB97M-V/def2-TZVPD, the OMol25 dataset).

ΔE to the lowest compared entry with this formula, charge and spin: 1.112 eV
2S+1: 1
HOMO energy: -10.14 eV
HOMO-LUMO gap: 10.455 eV
Maximum force: 4.18 eV Å⁻¹
LUMO: 0.3 eV
Structure (SMILES): CC(C)(Cl)C(=O)S

Each line ends with the Mulliken charge.
CARTESIAN COORDINATES (ANGSTROEM)
C -0.43 0.44 1.25  -1.19
C -0.50 -0.37 -0.03  1.08
C -0.46 0.60 -1.12  -1.29
Cl -2.05 -1.46 -0.20  -0.18
C 0.67 -1.30 -0.02  0.22
O 0.50 -2.51 0.15  -0.50
S 2.43 -0.92 -0.17  -0.15
H -1.40 1.04 1.40  0.35
H -0.35 -0.11 2.19  0.36
H 0.26 1.45 1.18  0.26
H -1.17 1.43 -1.27  0.32
H 0.56 1.10 -1.15  0.20
H -0.58 0.06 -2.01  0.40
H 2.51 0.52 -0.21  0.12

Record 2
# C4H9NO4

A molecular structure, C4H9NO4 in a non-equilibrium geometry (ωB97M-V/def2-TZVPD, the OMol25 dataset).

ΔE to the lowest compared entry with this formula, charge and spin: 5.461 eV
2S+1: 1
HOMO energy: -8.31 eV
HOMO-LUMO gap: 8.806 eV
Maximum force: 4.23 eV Å⁻¹
LUMO: 0.5 eV

Each line ends with the Mulliken charge.
CARTESIAN COORDINATES (ANGSTROEM)
C -1.56 0.29 -0.39  -0.55
C -0.46 -1.33 0.05  0.53
O -1.09 -1.81 1.15  -0.47
O -1.13 1.00 -1.50  -0.54
O -0.17 -1.99 -0.91  -0.56
H -1.50 -2.66 0.92  0.36
H -0.36 1.55 -1.21  0.41
H -2.13 0.87 0.35  0.36
H -2.28 -0.44 -0.77  0.37
C 1.99 -0.31 -0.45  -0.68
C 0.28 0.84 0.99  0.03
O 0.99 -0.42 0.61  -0.24
N 0.59 1.92 0.40  -0.67
H 0.26 2.74 0.89  0.21
H -0.06 0.68 2.01  0.50
H 2.56 -1.23 -0.42  0.25
H 2.60 0.58 -0.31  0.35
H 1.47 -0.26 -1.40  0.32

Record 3
# C14H38O5

5 unconnected molecules or ions with the total composition C14H38O5 in a non-equilibrium geometry (ωB97M-V/def2-TZVPD, the OMol25 dataset).

ΔE to the lowest compared entry with this formula, charge and spin: 0.291 eV
2S+1: 1
HOMO energy: -9.69 eV
HOMO-LUMO gap: 10.359 eV
Maximum force: 2.12 eV Å⁻¹
LUMO: 0.7 eV
Structure (SMILES): CC(C)O.CC(C)O.CC(C)O.CC(C)O.CCO

Each line ends with the Mulliken charge.
CARTESIAN COORDINATES (ANGSTROEM)
C -1.56 -0.71 -1.08  -0.76
C -0.09 -0.86 -0.78  0.72
C 0.73 -1.21 -2.04  -1.32
O 0.44 0.40 -0.31  -0.51
H -1.71 0.08 -1.80  -0.22
H -2.16 -0.57 -0.18  0.30
H -2.01 -1.64 -1.46  0.46
H 0.15 -1.66 -0.08  0.20
H 0.36 -2.16 -2.45  0.38
H 1.79 -1.35 -1.86  0.25
H 0.65 -0.43 -2.81  0.21
H 0.14 1.03 -0.99  0.26
C -1.50 1.95 -3.79  -1.13
C -1.10 3.34 -3.36  0.77
C -2.17 4.42 -3.21  -1.37
O -0.45 3.14 -2.07  -0.47
H -1.85 1.90 -4.82  0.45
H -2.31 1.52 -3.20  0.22
H -0.64 1.31 -3.57  0.07
H -0.31 3.67 -4.05  0.17
H -2.86 4.30 -4.05  0.37
H -1.73 5.41 -3.29  0.40
H -2.79 4.34 -2.31  0.31
H -0.40 3.98 -1.61  0.24
C 3.13 -3.21 0.41  -0.85
C 2.71 -4.45 -0.35  0.73
C 3.88 -5.14 -1.06  -1.39
O 2.00 -5.36 0.46  -0.58
H 2.25 -2.57 0.62  -0.09
H 3.78 -2.51 -0.11  0.36
H 3.47 -3.42 1.43  0.40
H 1.96 -4.16 -1.09  0.06
H 3.46 -5.94 -1.66  0.35
H 4.61 -5.60 -0.38  0.34
H 4.44 -4.45 -1.70  0.35
H 2.49 -5.60 1.26  0.35
C 0.74 -0.83 4.85  -1.48
C 0.51 -0.84 3.36  1.03
C -0.63 -1.78 2.94  -0.99
O 0.22 0.49 2.98  -0.50
H -0.21 -0.63 5.32  0.35
H 1.47 -0.05 5.07  0.37
H 1.19 -1.77 5.18  0.37
H 1.37 -1.21 2.80  -0.08
H -1.60 -1.66 3.43  0.35
H -0.24 -2.80 2.94  0.33
H -0.88 -1.61 1.89  0.05
H -0.12 0.57 2.08  0.16
C -1.62 2.96 1.50  -0.63
C -2.27 4.33 1.41  -0.49
O -2.21 5.16 2.55  -0.54
H -0.54 3.01 1.66  0.32
H -1.70 2.58 0.48  0.17
H -2.17 2.27 2.14  0.35
H -3.31 4.21 1.07  0.33
H -1.81 4.88 0.58  0.17
H -2.95 4.97 3.12  0.32

Record 4
# C5H10N

A gas-phase ion, C5H10N (charge +1) in a non-equilibrium geometry (ωB97M-V/def2-TZVPD, the OMol25 dataset).

ΔE to the lowest compared entry with this formula, charge and spin: 3.726 eV
2S+1: 1
HOMO energy (spin up / spin down): -13.40 / -13.57 eV
HOMO-LUMO gap (spin up / spin down): 8.583 / 9.030 eV
Total charge: +1
Maximum force: 1.60 eV Å⁻¹
LUMO (spin up / spin down): -4.8 / -4.5 eV

Each line ends with the Mulliken charge.
CARTESIAN COORDINATES (ANGSTROEM)
C -0.70 0.65 0.20  0.31
C -0.96 1.25 1.53  -0.10
C 0.08 0.49 2.21  -0.93
C 1.01 -1.01 -0.41  -0.83
C -0.53 -0.04 -2.01  -0.91
N -0.09 -0.09 -0.62  0.01
H -0.82 2.33 1.47  0.27
H -1.99 1.05 1.83  0.28
H -0.13 -0.50 2.58  0.41
H 1.09 0.85 2.22  0.41
H 1.79 -0.81 -1.14  0.33
H 0.66 -2.03 -0.55  0.33
H 1.42 -0.91 0.60  0.38
H 0.23 0.45 -2.62  0.36
H -1.46 0.53 -2.09  0.32
H -0.69 -1.05 -2.38  0.35

Record 5
# C8H9NO4S3Tl

A molecular structure, C8H9NO4S3Tl (ωB97M-V/def2-TZVPD, the OMol25 dataset).

2S+1: 1
HOMO energy (spin up / spin down): -5.16 / -4.32 eV
HOMO-LUMO gap (spin up / spin down): 7.822 / 5.203 eV
Total charge: -1
Maximum force: 0.66 eV Å⁻¹
LUMO (spin up / spin down): 2.7 / 0.9 eV

Each line ends with the Mulliken charge.
CARTESIAN COORDINATES (ANGSTROEM)
Tl -0.62 1.00 1.29  0.59
S 0.55 -1.54 5.03  -0.23
C 0.48 -1.26 3.38  0.19
S -0.91 -1.70 2.54  -0.35
S 1.74 -0.41 2.68  -0.35
O -2.44 -0.41 -2.90  -0.66
C -1.68 -0.02 -2.02  0.57
O -1.78 0.08 -0.78  -0.65
C 0.71 1.00 -1.91  0.62
O 1.33 1.26 -3.15  -0.43
O 1.12 1.25 -0.81  -0.65
C -0.55 -0.68 -5.70  -1.57
C -0.22 0.73 -5.17  2.43
C 0.93 1.34 -5.98  -1.82
C -1.48 1.61 -5.31  -1.58
C 0.22 0.63 -3.76  -0.50
N -0.38 0.43 -2.51  -0.06
H -0.88 -0.62 -6.74  0.42
H -1.34 -1.12 -5.10  0.33
H 0.33 -1.32 -5.65  0.39
H 0.63 1.39 -7.03  0.43
H 1.83 0.73 -5.91  0.39
H 1.16 2.34 -5.64  0.35
H -1.76 1.69 -6.36  0.42
H -1.28 2.61 -4.92  0.37
H -2.30 1.17 -4.75  0.36

Record 6
# C12H22N2

A molecular structure, C12H22N2 in a non-equilibrium geometry (ωB97M-V/def2-TZVPD, the OMol25 dataset).

ΔE to the lowest compared entry with this formula, charge and spin: 0.000 eV
2S+1: 1
HOMO energy: -17.47 eV
HOMO-LUMO gap: 9.031 eV
Total charge: +2
Maximum force: 5.83 eV Å⁻¹
LUMO: -8.4 eV

Each line ends with the Mulliken charge.
CARTESIAN COORDINATES (ANGSTROEM)
C 4.03 -2.41 1.83  -0.12
C 2.11 0.56 0.68  -0.76
C 1.69 -1.73 1.19  0.34
C -1.98 1.57 -1.83  -0.98
C -1.65 0.15 -1.47  0.08
C -2.06 2.40 -0.54  -0.72
C -0.17 -0.27 -1.41  -0.08
C -0.06 -0.57 0.10  -1.07
C -1.11 0.43 0.66  1.05
C 0.17 -1.44 -2.31  -1.81
C -0.95 1.91 0.41  -0.97
C -1.81 0.04 1.91  -1.59
N 2.96 -1.82 2.03  -0.34
N 1.26 -0.61 0.71  0.26
H 4.74 -2.42 2.66  0.29
H 4.34 -2.90 0.91  0.27
H 1.58 1.42 1.11  0.24
H 2.41 0.80 -0.34  0.33
H 1.08 -2.61 1.27  0.46
H -1.21 1.99 -2.48  0.36
H -2.94 1.63 -2.35  0.34
H -1.96 0.12 -0.30  -0.17
H -2.29 -0.62 -1.90  0.69
H -1.93 3.46 -0.74  0.42
H -3.04 2.27 -0.07  0.40
H 0.47 0.58 -1.68  0.46
H -0.49 -1.57 0.25  0.76
H 1.23 -1.66 -2.28  0.41
H -0.09 -1.21 -3.34  0.44
H -0.38 -2.34 -2.02  0.42
H 3.00 0.38 1.28  0.48
H -1.03 2.46 1.34  0.48
H 0.00 2.15 -0.07  0.36
H -1.12 0.17 2.75  0.45
H -2.14 -0.99 1.92  0.40
H -2.67 0.69 2.12  0.40

maximum force of number 4 (C5H10N)?
1.60 eV Å⁻¹